[1]
89
Properties=species:S:1:pos:R:3:forces:R:3 method="wB97M-V/def2-TZVPD" total_charge=+3 homo_lumo_gap_ev="6.03 / 6.03" spin_multiplicity=1 homo_energy_ev="-15.16 / -15.17" relative_energy_ev=0.0000 e_tot_ev=-225100.43081
Pd 0.8538 0.5275 -1.2373 0.2 -0.5 0.0
Se -4.7125 0.1839 0.7214 0.1 0.0 -0.3
P -3.5909 0.0613 2.7093 0.4 -0.4 0.4
C -3.8056 1.3752 3.8451 0.0 0.2 -0.1
C -4.8892 1.3346 4.7350 0.0 0.0 0.0
C -5.0849 2.3971 5.5965 0.0 0.0 0.0
C -4.2198 3.4872 5.5641 0.0 0.0 0.0
C -3.1582 3.5322 4.6677 0.0 0.0 0.0
C -2.9495 2.4820 3.7928 0.0 0.0 0.0
C -3.6132 -1.5554 3.4303 -0.1 0.0 -0.2
C -3.5783 -1.7136 4.8195 0.0 0.0 0.0
C -3.5070 -2.9917 5.3497 0.0 0.0 0.0
C -3.4717 -4.0947 4.5079 0.0 0.0 0.0
C -3.5048 -3.9361 3.1245 0.0 0.0 0.0
C -3.5768 -2.6697 2.5802 0.0 0.0 0.0
C -2.1964 0.2632 1.5701 -0.1 0.1 0.1
C -0.8647 0.3218 1.2467 0.3 -0.2 -0.2
N -0.8242 0.3819 -0.1184 -0.2 0.0 0.0
N -2.0258 0.3638 -0.6449 -0.2 0.0 0.1
N -2.8299 0.2971 0.3760 -0.4 0.1 0.0
P 0.7431 0.2076 2.0731 0.1 0.0 -0.1
Se 2.0185 1.3472 0.7227 0.1 0.2 0.1
C 0.5911 0.9282 3.6920 -0.1 0.1 0.1
C -0.2840 0.3351 4.6115 0.0 0.0 0.0
C -0.4311 0.8917 5.8679 0.0 0.0 0.0
C 0.2956 2.0284 6.2116 0.0 0.0 0.0
C 1.1630 2.6141 5.3014 0.0 0.0 0.0
C 1.3130 2.0697 4.0332 0.0 0.0 0.0
C 1.0316 -1.5561 2.2077 -0.1 0.0 0.2
C 1.5414 -2.0790 3.3969 0.1 0.0 -0.1
C 1.7134 -3.4501 3.5251 0.0 0.0 0.0
C 1.3704 -4.2951 2.4808 0.0 0.0 0.0
C 0.8784 -3.7740 1.2878 0.0 0.0 0.0
C 0.7124 -2.4086 1.1464 0.0 0.0 0.0
H -5.5733 0.4945 4.7491 0.0 0.0 0.0
H -5.9157 2.3818 6.2884 0.0 0.0 0.0
H -4.3836 4.3164 6.2398 0.0 0.0 0.0
H -2.5019 4.3914 4.6451 0.0 0.0 0.0
H -2.1282 2.5187 3.0871 0.0 0.0 0.0
H -3.6056 -0.8572 5.4791 0.0 0.0 0.0
H -3.4864 -3.1256 6.4227 0.0 0.0 0.0
H -3.4302 -5.0897 4.9314 0.0 0.0 0.0
H -3.4901 -4.8023 2.4773 0.0 0.0 0.0
H -3.6259 -2.5516 1.5037 0.0 0.0 0.0
H -0.8194 -0.5742 4.3538 0.0 0.0 0.0
H -1.0950 0.4346 6.5900 0.0 0.0 0.0
H 0.1930 2.4512 7.2024 0.0 0.0 0.0
H 1.7287 3.4934 5.5772 0.0 0.0 0.0
H 1.9923 2.5285 3.3265 0.0 0.0 0.0
H 1.8259 -1.4254 4.2108 0.0 0.0 0.0
H 2.1241 -3.8541 4.4404 0.0 0.0 0.0
H 1.4995 -5.3640 2.5872 0.0 0.0 0.0
H 0.6294 -4.4348 0.4678 0.0 0.0 0.0
H 0.3517 -2.0155 0.2026 -0.1 0.0 0.0
N -1.4267 -4.0995 -6.3183 0.0 0.0 0.0
C -1.2907 -4.1007 -4.9818 0.0 0.0 0.0
O -1.6023 -5.0070 -4.2401 0.0 0.0 0.0
C -0.7279 -2.8557 -4.3353 0.0 0.0 0.0
C 0.4500 -2.9576 -3.6044 0.0 0.0 0.0
C 0.8510 -1.8889 -2.8367 -0.1 0.0 -0.1
N 0.1299 -0.7542 -2.7510 0.1 0.1 0.1
C -0.9822 -0.6391 -3.4852 0.0 0.1 0.0
C -1.4343 -1.6619 -4.2978 0.0 0.0 0.0
H -1.7873 -4.9288 -6.7650 0.0 0.0 0.0
H -1.0863 -3.3511 -6.8962 0.0 0.0 0.0
H 1.0384 -3.8645 -3.6211 0.0 0.0 0.0
H 1.7653 -1.9349 -2.2595 0.0 0.0 0.0
H -1.5237 0.2928 -3.4008 0.0 0.0 0.0
H -2.3464 -1.5314 -4.8646 0.0 0.0 0.0
F 3.7776 0.6041 -7.5025 0.0 0.0 0.0
C 4.1270 1.7071 -6.8598 0.1 0.0 0.0
C 4.6146 2.7544 -7.5550 0.0 0.1 0.0
F 4.7437 2.6452 -8.8535 0.0 0.0 0.0
C 4.9942 4.0067 -6.9167 0.0 -0.1 0.1
C 4.8067 4.0379 -5.4730 0.0 0.0 -0.1
C 4.2916 2.9933 -4.8012 -0.1 0.0 -0.1
F 4.1294 3.0737 -3.4804 0.0 0.0 0.0
C 3.9319 1.7578 -5.4393 0.1 0.0 0.2
C 3.4452 0.6847 -4.7148 0.1 -0.1 -0.1
C 2.9889 0.7782 -3.3805 0.2 0.0 0.2
N 2.5346 0.7108 -2.3239 -0.3 0.0 -0.3
C 3.2456 -0.6367 -5.2364 -0.2 0.1 -0.1
N 2.9975 -1.7091 -5.5664 0.0 0.0 0.1
F 5.1451 5.1173 -4.8082 0.0 0.0 0.0
C 5.4681 5.0762 -7.6146 0.1 0.1 -0.1
C 5.8788 6.3037 -6.9967 -0.1 -0.1 0.0
N 6.2215 7.3109 -6.5643 0.0 0.0 0.0
C 5.5891 5.0986 -9.0428 -0.1 -0.1 0.1
N 5.6460 5.1452 -10.1889 0.1 0.1 0.0

[2]
87
Properties=species:S:1:pos:R:3:forces:R:3 method="wB97M-V/def2-TZVPD" total_charge=-2 homo_lumo_gap_ev=5.63 spin_multiplicity=1 homo_energy_ev=-1.81 relative_energy_ev=0.2593 e_tot_ev=-167416.53283
K 0.6768 0.0130 0.6334 -0.1 -0.6 0.2
C -2.9281 -2.4287 -2.0492 0.1 0.0 0.0
C -1.8344 -2.4275 -1.1529 0.0 0.0 -0.1
N -1.8041 -1.7061 -0.0644 0.0 0.2 0.1
C -2.8687 -0.9096 0.2347 0.2 -0.1 0.2
C -4.0144 -0.8552 -0.5880 -0.2 0.0 -0.1
C -4.0062 -1.6499 -1.7598 -0.1 0.1 0.0
C -5.1099 -0.0252 -0.2444 0.1 -0.1 0.0
C -5.0324 0.7113 0.9079 0.0 0.1 0.1
C -3.9124 0.6620 1.7487 -0.1 0.0 0.0
C -2.7982 -0.1279 1.4602 0.1 -0.2 -0.2
N -1.6549 -0.1509 2.1796 -0.1 0.0 0.1
C -1.6724 -0.0825 3.5202 0.2 0.1 0.0
C -2.6941 -0.5687 4.3460 0.0 0.0 0.1
C -2.5919 -0.5626 5.7424 -0.1 -0.1 -0.1
C -1.4979 -0.0613 6.3955 0.1 0.1 -0.1
C -0.4401 0.4754 5.6181 0.0 0.0 0.2
C 0.7088 1.0543 6.2069 -0.1 0.0 0.1
C 1.6819 1.5924 5.4223 0.1 0.0 -0.1
C 1.5180 1.5446 4.0209 0.1 0.0 0.1
N 0.4820 1.0023 3.4394 -0.2 -0.2 0.0
C -0.5067 0.4683 4.2079 0.0 0.1 -0.3
H -2.8827 -3.0282 -2.9492 0.0 0.0 0.0
H -0.9448 -3.0066 -1.3686 0.0 0.0 0.0
H -4.8637 -1.6107 -2.4248 0.0 0.0 0.0
H -5.9768 0.0173 -0.8924 0.0 0.0 0.0
H -5.8568 1.3627 1.1804 0.0 0.0 0.0
H -3.8868 1.2709 2.6434 0.0 0.0 0.0
H -3.5780 -0.9823 3.8779 0.0 0.0 0.0
H -3.4125 -0.9766 6.3213 0.0 0.0 0.0
H -1.4293 -0.0545 7.4763 0.0 0.0 0.0
H 0.7937 1.0655 7.2888 0.0 0.0 0.0
H 2.5682 2.0480 5.8445 0.0 0.0 0.0
H 2.2747 1.9613 3.3657 0.0 0.0 0.0
Cl 4.4886 0.3834 1.3922 -0.1 0.2 0.0
C 3.7733 2.0087 1.1424 0.1 -0.2 0.0
C 2.4674 2.0832 0.7294 0.3 0.3 0.0
C 1.9828 3.3623 0.6069 -0.2 0.1 -0.1
Cl 0.2754 3.5744 0.1133 0.2 0.0 0.1
C 2.7169 4.5174 0.8571 0.0 0.0 0.0
Cl 2.0353 6.1065 0.6769 0.0 0.0 0.0
C 4.0417 4.3812 1.2678 0.0 0.0 0.0
Cl 5.0060 5.7848 1.5952 0.0 0.0 0.0
C 4.5828 3.1056 1.4169 0.1 0.0 0.0
Cl 6.2336 2.9330 1.9429 0.0 0.0 0.0
Cl 3.8783 -5.2330 -5.7340 -0.1 0.1 0.1
C 3.0800 -4.2470 -4.5084 0.0 0.0 0.0
C 2.2532 -4.8636 -3.5513 0.0 0.0 0.0
C 1.6384 -4.1145 -2.5926 0.0 0.1 0.0
C 1.7839 -2.6697 -2.4911 0.1 -0.3 0.0
O 1.2212 -2.0306 -1.5838 -0.1 0.1 0.3
C 2.6294 -2.0882 -3.5049 0.2 0.3 -0.2
C 2.9076 -0.6635 -3.6163 -0.2 -0.3 -0.1
O 2.4494 0.2599 -2.9702 0.2 0.1 0.0
C 3.2555 -2.8930 -4.4709 0.1 0.0 -0.1
H 2.1164 -5.9386 -3.5802 0.0 0.0 0.0
H 1.0166 -4.5882 -1.8418 0.0 0.0 0.0
H 3.6186 -0.4357 -4.4459 0.1 0.0 0.1
H 3.8914 -2.4128 -5.2079 0.0 0.0 0.0
Cl 4.7286 -5.2915 1.7771 0.0 0.0 0.0
C 3.2238 -4.4275 1.9573 0.1 0.0 0.0
C 2.0867 -5.0905 2.3753 0.0 -0.1 0.0
C 0.9192 -4.3577 2.4965 0.0 0.0 0.0
C 0.9482 -3.0023 2.1995 0.0 0.0 0.0
N 2.0527 -2.3777 1.8015 -0.1 0.2 0.0
C 3.1728 -3.0720 1.6738 0.0 -0.1 0.0
H 2.1206 -6.1500 2.5917 0.0 0.0 0.0
H -0.0035 -4.8260 2.8099 0.0 0.0 0.0
H 0.0483 -2.3987 2.2670 -0.1 0.0 0.0
H 4.0512 -2.5418 1.3288 0.0 0.0 0.0
C -2.2494 1.5819 -2.4394 0.0 0.1 0.0
Te -0.3050 0.6687 -2.4569 -0.2 -0.2 -0.4
C 0.2925 2.5120 -3.3500 0.0 0.0 -0.1
C -0.9578 3.1514 -3.8950 0.1 0.0 0.0
C -0.9012 4.1879 -4.8229 0.0 0.0 0.0
C -2.0598 4.7647 -5.3194 0.0 0.0 0.0
C -3.2970 4.3072 -4.8843 0.0 0.0 0.0
C -3.3613 3.2803 -3.9554 0.0 0.0 0.0
C -2.2018 2.6948 -3.4537 -0.1 0.0 0.1
H -2.4639 1.9687 -1.4410 0.0 0.0 0.0
H -3.0144 0.8461 -2.6813 0.0 0.0 0.0
H 1.0235 2.3066 -4.1291 0.0 0.0 0.0
H 0.7602 3.1379 -2.5919 0.0 0.0 0.0
H 0.0670 4.5384 -5.1616 0.0 0.0 0.0
H -1.9978 5.5664 -6.0455 0.0 0.0 0.0
H -4.2084 4.7479 -5.2701 0.0 0.0 0.0
H -4.3233 2.9182 -3.6117 0.0 0.0 0.0